Entry 1:
C36H39CaIN7O6SSe2 | ωB97M-V/def2-TZVPD

The geometry in ORCA input format:
```
! RIJCOSX wB97M-V def2-TZVPD def2/J DEFGRID3
* xyz -1 1
Ca -0.897 0.122 -0.223
C -4.495 -0.012 2.541
C -3.459 -0.500 1.733
N -3.051 0.114 0.648
C -3.657 1.241 0.246
C -4.724 1.817 0.992
C -5.108 1.158 2.179
C -5.338 2.995 0.535
C -4.941 3.532 -0.665
C -3.930 2.962 -1.430
C -3.223 1.835 -0.999
N -2.249 1.146 -1.613
C -1.732 1.272 -2.840
C -1.727 2.374 -3.706
C -1.303 2.265 -5.024
C -0.873 1.068 -5.548
C -0.736 -0.043 -4.701
C -0.235 -1.286 -5.137
C -0.037 -2.293 -4.231
C -0.321 -2.045 -2.883
N -0.848 -0.921 -2.454
C -1.089 0.070 -3.323
H -4.779 -0.539 3.442
H -2.944 -1.423 1.980
H -5.897 1.584 2.786
H -6.119 3.456 1.122
H -5.426 4.426 -1.033
H -3.698 3.417 -2.378
H -2.036 3.340 -3.342
H -1.335 3.146 -5.652
H -0.609 0.979 -6.591
H 0.010 -1.419 -6.182
H 0.358 -3.252 -4.536
H -0.113 -2.799 -2.133
O 1.477 2.197 3.266
C 0.584 2.242 4.330
C -0.789 1.589 4.068
C -1.585 1.640 5.403
O -1.839 2.928 5.907
C -0.646 0.098 3.765
Se 0.477 -0.543 2.276
C -1.649 2.369 3.072
Se -0.930 2.967 1.330
H 0.998 2.573 2.503
H 0.414 3.296 4.623
H 1.082 1.718 5.155
H -1.053 1.048 6.165
H -2.573 1.194 5.250
H -1.000 3.399 5.979
H -1.634 -0.333 3.591
H -0.203 -0.391 4.640
H -1.967 3.297 3.558
H -2.543 1.790 2.840
C 2.862 -2.561 0.403
C 4.293 -2.663 0.875
S 5.390 -1.642 -0.157
O 4.962 -1.752 -1.526
O 6.751 -2.016 0.136
C 5.169 0.091 0.416
C 5.119 1.044 -0.768
N 3.876 0.911 -1.486
C 2.639 1.126 -0.968
N 1.691 0.705 -1.790
C 2.311 0.210 -2.873
C 3.681 0.325 -2.722
N 4.666 0.028 -3.660
O 4.320 -0.594 -4.652
O 5.804 0.453 -3.484
C 2.381 1.815 0.301
H 2.290 -3.408 0.770
H 2.830 -2.562 -0.685
H 2.379 -1.658 0.775
H 4.694 -3.667 0.759
H 4.431 -2.330 1.899
H 6.032 0.293 1.045
H 4.250 0.119 0.996
H 5.932 0.811 -1.461
H 5.226 2.079 -0.423
H 1.780 -0.174 -3.720
H 3.218 2.428 0.620
H 2.144 1.101 1.097
H 1.490 2.439 0.181
I 0.898 -5.746 2.422
C -0.422 -4.995 0.950
C -0.806 -5.793 -0.112
C -1.686 -5.255 -1.038
C -2.130 -3.953 -0.850
N -1.748 -3.197 0.166
C -0.909 -3.700 1.053
H -0.432 -6.802 -0.218
H -2.014 -5.841 -1.883
H -2.820 -3.492 -1.542
H -0.602 -3.041 1.856
*
```

* total energy: -8406.41383 a.u.
* lowest unoccupied orbital energy: 0.06612 hartree

Entry 2:
C36H39ClIrP2 | ωB97M-V/def2-TZVPD

The geometry in ORCA input format:
```
! RIJCOSX wB97M-V def2-TZVPD def2/J DEFGRID3
* xyz 2 6
Ir -0.103 0.568 -1.472
C -1.880 1.062 -5.703
C -1.936 -0.269 -5.582
C -1.331 -1.231 -6.552
C 0.041 -0.816 -7.155
C 0.964 -0.043 -6.256
C 0.949 1.278 -6.069
C 0.065 2.235 -6.821
C -1.404 1.784 -6.924
C 0.814 0.005 0.292
H -2.309 1.726 -4.958
H -2.638 -0.736 -4.886
H -2.037 -1.402 -7.384
H -1.234 -2.205 -6.055
H 0.556 -1.748 -7.438
H -0.154 -0.295 -8.105
H 1.804 -0.622 -5.868
H 1.732 1.765 -5.485
H 0.434 2.410 -7.846
H 0.117 3.214 -6.319
H -2.034 2.677 -7.064
H -1.549 1.165 -7.818
H 0.806 0.877 0.959
H 1.822 -0.411 0.225
H 0.155 -0.764 0.719
P -1.410 -0.857 -2.548
P 1.859 -0.005 -2.430
C -0.150 -1.616 -3.599
C 1.164 -1.240 -3.560
C -2.361 -2.269 -1.956
C -2.928 -3.126 -2.916
C -3.707 -4.205 -2.497
C -3.883 -4.422 -1.125
C -3.297 -3.587 -0.167
C -2.510 -2.507 -0.580
C -2.687 0.457 -2.880
C -2.250 1.798 -2.794
C -3.149 2.860 -2.804
C -4.509 2.580 -2.977
C -4.968 1.260 -3.058
C -4.062 0.194 -2.970
C 3.252 -0.971 -1.728
C 2.990 -2.258 -1.204
C 4.049 -3.097 -0.860
C 5.365 -2.653 -1.006
C 5.634 -1.351 -1.439
C 4.580 -0.501 -1.785
C 2.574 1.673 -2.679
C 2.336 2.636 -1.686
C 2.686 3.970 -1.894
C 3.264 4.351 -3.109
C 3.547 3.392 -4.086
C 3.284 2.041 -3.835
H -0.446 -2.519 -4.140
H 1.927 -1.802 -4.111
H -2.753 -2.953 -3.980
H -4.157 -4.858 -3.248
H -4.482 -5.271 -0.799
H -3.437 -3.768 0.902
H -2.019 -1.851 0.140
H -1.158 2.031 -2.717
H -2.794 3.885 -2.652
H -5.217 3.410 -3.004
H -6.037 1.051 -3.156
H -4.422 -0.832 -2.961
H 1.958 -2.600 -1.077
H 3.835 -4.100 -0.481
H 6.189 -3.322 -0.778
H 6.661 -0.989 -1.522
H 4.774 0.524 -2.107
H 1.815 2.346 -0.768
H 2.473 4.703 -1.115
H 3.472 5.403 -3.297
H 3.952 3.687 -5.055
H 3.572 1.271 -4.557
Cl -1.400 2.962 0.117
C -1.609 1.212 -0.144
H -1.470 0.722 0.830
H -2.647 1.069 -0.482
*
```

* total energy: -2641.49594 a.u.
* <S²>: 8.77
* energy above the lowest of the compared OMol25 structures with the same formula, charge and spin: 0.00 kJ/mol
* lowest unoccupied orbital energy (alpha / beta): -0.21667 / -0.34933 hartree

Entry 3:
C36H39ClN5NiO4PS | ωB97M-V/def2-TZVPD

The geometry in ORCA input format:
```
! RIJCOSX wB97M-V def2-TZVPD def2/J DEFGRID3
* xyz 1 4
Ni -0.071 -0.617 -0.245
Cl 2.154 -0.261 -1.711
C 2.985 1.113 -0.990
C 4.318 1.286 -1.320
C 4.987 2.401 -0.841
C 4.302 3.356 -0.108
C 2.965 3.159 0.211
C 2.298 1.997 -0.168
P 0.600 1.644 0.397
C 0.374 2.038 2.155
C 1.309 2.645 2.984
C 1.022 2.841 4.329
C -0.189 2.422 4.859
C -1.127 1.815 4.036
C -0.847 1.629 2.692
C -0.239 3.081 -0.416
C -0.030 3.255 -1.789
C -0.568 4.339 -2.466
C -1.331 5.273 -1.775
C -1.554 5.110 -0.419
C -1.017 4.018 0.260
H 4.820 0.564 -1.949
H 6.037 2.533 -1.069
H 4.805 4.262 0.208
H 2.420 3.920 0.756
H 2.273 2.958 2.609
H 1.756 3.320 4.965
H -0.399 2.563 5.911
H -2.072 1.477 4.443
H -1.585 1.149 2.057
H 0.601 2.546 -2.322
H -0.383 4.468 -3.526
H -1.736 6.134 -2.294
H -2.143 5.838 0.125
H -1.196 3.908 1.322
N -0.140 -0.737 -4.804
C -1.148 -0.873 -3.679
C -1.962 0.407 -3.512
C -2.820 0.283 -2.246
N -1.972 0.385 -1.018
C -3.660 -1.004 -2.335
C -2.891 -2.283 -2.652
N -2.006 -2.628 -1.556
C -2.052 -2.071 -3.918
H 0.567 -0.039 -4.576
H -0.595 -0.478 -5.679
H 0.345 -1.625 -4.945
H -0.569 -1.058 -2.781
H -2.633 0.517 -4.371
H -1.331 1.302 -3.445
H -3.523 1.115 -2.219
H -2.568 0.138 -0.227
H -1.728 1.364 -0.903
H -4.402 -0.855 -3.123
H -4.213 -1.138 -1.399
H -3.614 -3.079 -2.852
H -1.514 -3.501 -1.744
H -2.539 -2.810 -0.711
H -2.715 -1.883 -4.770
H -1.469 -2.977 -4.119
O -2.077 -5.808 -0.339
S -1.131 -5.398 0.676
O -0.621 -6.412 1.561
N 0.080 -4.555 -0.012
C -0.027 -3.267 0.332
O 0.689 -2.326 -0.278
C -1.021 -2.914 1.271
C -1.366 -1.647 1.841
C -2.498 -1.556 2.642
C -3.286 -2.679 2.914
C -2.936 -3.946 2.374
C -1.825 -4.040 1.589
H -0.719 -0.772 1.745
H -2.765 -0.604 3.096
H -4.160 -2.580 3.544
H -3.543 -4.821 2.576
O 1.609 -0.394 1.553
N 2.671 -1.079 1.900
C 3.873 -0.483 1.944
C 4.999 -1.199 2.292
C 4.889 -2.541 2.618
C 3.635 -3.118 2.606
C 2.532 -2.366 2.248
H 3.880 0.568 1.692
H 5.954 -0.691 2.309
H 5.763 -3.121 2.882
H 3.485 -4.156 2.872
H 1.525 -2.754 2.225
*
```

* total energy: -4677.67194 a.u.
* <S²>: 3.77
* energy above the lowest of the compared OMol25 structures with the same formula, charge and spin: 329.50 kJ/mol
* lowest unoccupied orbital energy (alpha / beta): -0.12005 / -0.12029 hartree